C29H18Br2N2O2PSr | wB97M-V/def2-TZVPD

HOMO level = -0.154 Eh
Total energy = -187653.6046 eV
Molar mass = 704.88 g/mol
E_LUMO = 2.40 eV
Gap between HOMO and LUMO = 0.2421 Ha
Net charge = -1

Geometry (Å):
Sr 2.21 -1.44 0.27
O 3.75 0.31 -1.08
C 2.59 0.34 -1.51
C 2.06 1.65 -2.04
C 2.82 2.68 -2.59
C 2.20 3.86 -2.99
C 0.82 4.01 -2.81
C 0.07 2.99 -2.25
C 0.68 1.80 -1.88
P -0.19 0.35 -1.14
C -1.84 1.09 -0.80
C -2.94 1.03 -1.64
C -4.15 1.61 -1.28
C -4.26 2.28 -0.07
C -3.17 2.35 0.79
C -1.97 1.75 0.43
C -0.54 -0.69 -2.61
C -0.43 -0.24 -3.92
C -0.70 -1.09 -4.98
C -1.07 -2.41 -4.75
C -1.18 -2.87 -3.44
C -0.92 -2.01 -2.38
H 3.89 2.55 -2.67
H 2.78 4.66 -3.42
H 0.34 4.93 -3.11
H -1.00 3.13 -2.10
H -2.86 0.51 -2.60
H -5.00 1.55 -1.94
H -5.20 2.73 0.22
H -3.24 2.86 1.74
H -1.12 1.79 1.10
H -0.12 0.78 -4.12
H -0.60 -0.73 -6.00
H -1.27 -3.07 -5.57
H -1.45 -3.90 -3.24
H -0.98 -2.38 -1.36
Br 0.87 2.78 3.38
C 0.92 1.00 4.03
C 0.49 0.74 5.33
C 0.50 -0.54 5.83
Br -0.09 -0.83 7.61
C 0.91 -1.62 5.02
C 0.93 -2.97 5.43
C 1.32 -3.95 4.56
C 1.70 -3.58 3.25
N 1.72 -2.34 2.84
C 1.34 -1.35 3.70
C 1.37 0.00 3.15
O 1.78 0.22 1.97
H 0.16 1.56 5.95
H 0.61 -3.22 6.44
H 1.33 -4.99 4.84
H 1.99 -4.34 2.52
N 2.07 -5.25 0.01
C 2.10 -4.09 -0.10


C15H23EuN5SbSe4 | wB97M-V/def2-TZVPD

HOMO level (alpha / beta) = -0.103 / -0.104 Eh
Total energy = -310634.0517 eV
Multiplicity = 8
Molar mass = 862.95 g/mol
E_LUMO (alpha / beta) = 1.04 / 1.09 eV
⟨S²⟩ = 15.763
Gap between HOMO and LUMO (alpha / beta) = 0.1416 / 0.1437 Ha
Net charge = -1

Geometry (Å):
Eu -0.23 -0.23 -0.54
C -2.91 1.49 2.86
C -1.68 1.30 1.97
N -1.70 1.39 0.67
C -2.91 1.57 -0.10
C -2.57 1.72 -1.54
N -1.98 0.48 -2.12
C -1.44 0.51 -3.48
C 0.12 0.79 -3.58
N 0.95 -0.13 -2.76
C 2.39 0.18 -2.55
C 3.00 -0.65 -1.41
N 2.18 -0.34 -0.21
C 2.64 -0.46 1.00
C 3.90 -1.22 1.33
C 1.77 -0.01 2.10
C 2.11 0.05 3.44
C 1.12 0.48 4.33
C -0.10 0.95 3.88
C -0.37 0.93 2.52
N 0.53 0.40 1.67
H -3.72 0.80 2.53
H -3.23 2.54 2.74
H -2.68 1.28 3.89
H -3.43 2.52 0.22
H -3.68 0.80 0.11
H -1.89 2.56 -1.74
H -3.50 1.98 -2.07
H -2.62 -0.32 -2.04
H -1.94 1.31 -4.07
H -1.62 -0.46 -3.99
H 0.33 1.81 -3.25
H 0.43 0.72 -4.66
H 0.79 -1.06 -3.11
H 2.48 1.24 -2.35
H 2.93 -0.01 -3.49
H 4.02 -0.31 -1.29
H 2.90 -1.72 -1.61
H 3.71 -1.95 2.12
H 4.67 -0.50 1.73
H 4.23 -1.78 0.43
H 3.04 -0.35 3.80
H 1.27 0.45 5.41
H -0.85 1.30 4.59
Se -0.83 -3.27 -2.49
Sb -1.28 -4.14 -0.24
Se -3.07 -2.61 0.57
Se -1.99 -6.44 -0.27
Se 0.70 -3.60 1.03


C5H11N2 | wB97M-V/def2-TZVPD

HOMO level = -0.511 Eh
Total energy = -8335.0989 eV
Molar mass = 99.16 g/mol
E_LUMO = -4.51 eV
Gap between HOMO and LUMO = 0.3457 Ha
Net charge = +1
SMILES = C=N/C=[N+](/C)CC

Geometry (Å):
C -1.58 1.35 2.29
N -1.53 0.70 1.20
C -1.45 -0.05 0.20
N -0.32 -0.21 -0.56
C -0.37 -1.06 -1.83
C 0.92 0.56 -0.38
C 2.07 -0.33 0.05
H -2.20 2.22 2.37
H -1.15 0.93 3.20
H -2.34 -0.72 0.13
H -1.38 -0.99 -2.34
H 0.58 -0.85 -2.47
H -0.16 -2.17 -1.56
H 0.71 1.21 0.47
H 1.00 1.10 -1.31
H 1.89 -0.92 1.03
H 2.36 -1.09 -0.73
H 2.94 0.31 0.26


C16H32O9PS | wB97M-V/def2-TZVPD

HOMO level = -0.159 Eh
Total energy = -55666.2120 eV
Molar mass = 431.46 g/mol
E_LUMO = 2.04 eV
Gap between HOMO and LUMO = 0.2341 Ha
Net charge = -1

Geometry (Å):
O 0.04 4.34 1.83
C -0.58 4.35 2.92
O -1.25 5.27 3.34
P -0.39 2.75 3.85
O -0.28 1.61 2.69
O 1.03 2.66 4.66
S -1.82 2.28 5.06
H 0.37 1.96 2.05
H 1.55 1.97 4.24
C -3.10 0.76 0.77
C -2.11 -0.12 0.07
O -0.93 -0.10 0.36
C -2.63 -1.04 -1.01
H -2.59 1.36 1.52
H -3.58 1.42 0.05
H -3.86 0.14 1.27
H -3.08 -0.45 -1.80
H -3.36 -1.74 -0.59
H -1.80 -1.61 -1.42
C 0.76 -5.23 -0.08
C -0.39 -4.26 -0.01
O -1.21 -4.19 -0.90
C -0.49 -3.38 1.21
H 0.71 -5.79 -1.00
H 1.71 -4.68 -0.05
H 0.72 -5.92 0.76
H 0.40 -2.76 1.29
H -0.59 -4.00 2.10
H -1.36 -2.74 1.13
C -0.45 2.41 -4.32
C -0.91 1.87 -2.99
O -2.08 1.80 -2.71
C 0.16 1.41 -2.03
H -1.32 2.70 -4.91
H 0.18 3.29 -4.17
H 0.11 1.64 -4.86
H 0.82 2.25 -1.78
H 0.74 0.61 -2.48
H -0.31 1.05 -1.12
C -0.81 -1.70 -7.36
C -0.06 -0.42 -7.04
O 0.40 -0.22 -5.95
C 0.07 0.59 -8.15
H -0.82 -2.33 -6.48
H -1.83 -1.47 -7.65
H -0.30 -2.23 -8.17
H -0.92 0.92 -8.48
H 0.61 0.16 -8.99
H 0.62 1.46 -7.78
C 4.18 -0.59 6.81
C 3.00 0.35 6.86
O 2.17 0.37 5.98
C 2.89 1.26 8.05
H 4.13 -1.19 5.90
H 5.11 -0.02 6.80
H 4.16 -1.26 7.67
H 3.76 1.91 8.10
H 2.82 0.67 8.97
H 2.00 1.88 7.95


C5H9N2OS | wB97M-V/def2-TZVPD

HOMO level (alpha / beta) = -0.481 / -0.481 Eh
Total energy = -21181.7549 eV
Molar mass = 145.21 g/mol
E_LUMO (alpha / beta) = -7.44 / -7.44 eV
Gap between HOMO and LUMO (alpha / beta) = 0.2074 / 0.2074 Ha
Net charge = +1
SMILES = O=NC[C@H]1CCC[N+]1=S

Geometry (Å):
O -3.34 -0.55 -0.53
N -2.93 -1.02 0.50
C -1.53 -1.38 0.65
C -0.70 -0.90 -0.56
C -0.57 0.69 -0.77
C 0.85 1.12 -0.26
C 1.43 -0.19 0.39
N 0.66 -1.30 -0.20
S 1.27 -2.74 -0.22
H -1.55 -2.43 0.77
H -1.28 -1.06 1.70
H -1.13 -1.40 -1.54
H -1.36 1.07 -0.25
H -0.55 0.86 -1.87
H 1.49 1.49 -1.08
H 0.68 1.75 0.53
H 2.41 -0.19 0.03
H 1.48 -0.06 1.48